No. 1
Formula: C42H31N7O3S4Ti
Source: OMol25
Level of theory: wB97M-V/def2-TZVPD

Its multiplicity is 2. The net charge is -1. Its energy relative to the best compared isomer or geometry (same formula, charge and spin) is 0.000 eV. The calculation puts the calculated total energy at -4670.61898 Eh. The expectation value of S² is 0.755.

```
88
Properties=species:S:1:pos:R:3:forces:R:3
Ti 0.518 0.847 -0.929 -0.1 0.3 -0.6
S 2.814 0.444 -1.404 -0.1 -0.1 0.0
C 2.978 0.624 -3.138 0.0 0.0 0.0
C 4.238 0.434 -3.706 0.0 0.0 0.0
C 4.454 0.562 -5.070 0.0 0.0 0.0
C 5.772 0.365 -5.603 -0.1 0.0 0.0
N 6.828 0.201 -6.028 0.0 0.0 0.0
C 3.375 0.888 -5.905 0.0 0.0 0.0
C 2.119 1.078 -5.349 0.0 0.0 0.0
C 1.894 0.957 -3.977 0.0 0.0 0.0
S 0.285 1.251 -3.363 0.1 -0.1 0.2
C 3.551 1.037 -7.322 0.1 0.0 0.0
N 3.690 1.168 -8.456 0.0 0.0 0.0
H 5.069 0.182 -3.060 0.0 0.0 0.0
H 1.289 1.332 -5.994 0.0 0.0 0.0
C 2.204 -4.496 4.018 0.0 0.0 0.0
C 1.431 -3.733 2.939 0.0 0.0 0.0
C -0.048 -4.131 3.023 0.0 0.0 0.0
C 1.989 -4.148 1.572 0.0 0.0 0.0
C 1.539 -2.217 3.119 0.0 0.0 0.0
C 1.906 -1.650 4.349 0.0 0.0 0.0
C 2.000 -0.282 4.535 0.0 0.0 0.0
C 1.723 0.544 3.458 0.1 0.0 0.0
S 1.815 2.274 3.344 0.0 0.0 0.0
C 1.338 2.176 1.676 0.1 0.0 0.0
N 1.123 0.969 1.239 -0.2 -0.1 0.0
C 1.340 0.008 2.226 0.0 0.0 0.0
C 1.240 -1.370 2.058 0.0 0.0 0.0
C 1.214 3.331 0.794 0.0 0.0 0.0
C 1.452 4.630 1.245 0.0 0.0 0.0
C 1.347 5.681 0.352 0.0 0.0 0.0
C 1.025 5.413 -0.976 0.0 0.0 0.0
C 0.793 4.112 -1.403 0.0 0.0 0.0
C 0.863 3.021 -0.530 0.0 -0.2 0.0
H 2.142 -5.566 3.809 0.0 0.0 0.0
H 1.789 -4.338 5.015 0.0 0.0 0.0
H 3.260 -4.215 4.033 0.0 0.0 0.0
H -0.162 -5.205 2.859 0.0 0.0 0.0
H -0.639 -3.616 2.267 0.0 0.0 0.0
H -0.455 -3.890 4.009 0.0 0.0 0.0
H 1.949 -5.236 1.479 0.0 0.0 0.0
H 3.028 -3.830 1.461 0.0 0.0 0.0
H 1.406 -3.735 0.750 0.0 0.0 0.0
H 2.143 -2.292 5.186 0.0 0.0 0.0
H 2.300 0.126 5.491 0.0 0.0 0.0
H 0.932 -1.758 1.096 0.0 0.0 0.0
H 1.728 4.822 2.277 0.0 0.0 0.0
H 1.531 6.697 0.679 0.0 0.0 0.0
H 0.962 6.232 -1.684 0.0 0.0 0.0
H 0.553 3.934 -2.446 0.0 0.0 0.0
N -1.803 2.428 1.597 0.1 0.1 0.1
C -2.083 2.926 0.334 0.0 0.1 0.0
C -2.458 4.275 0.250 0.0 -0.1 0.0
C -2.732 4.814 -0.984 0.0 0.0 -0.1
C -2.650 3.998 -2.107 0.0 0.0 0.0
C -2.237 2.696 -1.927 0.0 0.0 0.0
N -1.924 2.160 -0.740 0.2 -0.2 -0.1
C -1.994 1.156 2.131 0.0 -0.1 0.0
C -1.716 0.980 3.493 0.1 0.0 0.0
C -1.917 -0.265 4.046 0.0 0.0 0.0
C -2.403 -1.291 3.244 0.0 0.0 0.0
C -2.652 -1.007 1.916 0.0 0.0 0.0
N -2.446 0.187 1.353 -0.1 0.0 0.0
H -1.631 3.141 2.287 0.0 0.0 0.0
H -2.531 4.872 1.150 0.0 0.0 0.0
H -3.015 5.855 -1.072 0.0 0.0 0.0
H -2.862 4.367 -3.100 0.0 0.0 0.0
H -2.114 2.053 -2.788 0.0 0.0 0.0
H -1.338 1.804 4.086 0.0 0.0 0.0
H -1.695 -0.435 5.092 0.0 0.0 0.0
H -2.582 -2.284 3.628 0.0 0.0 0.0
H -3.045 -1.782 1.270 0.0 0.0 0.0
O -1.618 -5.335 -1.061 0.0 0.0 0.0
S -2.047 -4.151 -0.372 0.0 0.0 0.1
O -2.704 -4.317 0.900 0.0 0.0 0.0
N -0.824 -3.073 -0.227 -0.1 0.1 0.0
C -1.090 -1.969 -0.877 0.1 -0.1 -0.1
O -0.318 -0.968 -0.919 0.0 0.4 0.3
C -2.387 -1.963 -1.622 0.0 0.0 0.0
C -2.916 -0.970 -2.422 0.0 0.0 0.0
C -4.154 -1.200 -3.009 0.0 0.0 0.0
C -4.834 -2.398 -2.799 0.0 0.0 0.0
C -4.291 -3.400 -2.001 0.0 0.0 0.0
C -3.062 -3.150 -1.429 0.0 0.0 0.0
H -2.363 -0.056 -2.583 0.0 0.0 0.0
H -4.595 -0.442 -3.643 0.0 0.0 0.0
H -5.796 -2.553 -3.270 0.0 0.0 0.0
H -4.807 -4.337 -1.840 0.0 0.0 0.0
```
Forces are in eV/Å.

Atom charges from the Löwdin analysis, given in e for atoms 1 to 4: 0.586, 0.653, -0.650, -0.069

=====

No. 2
Formula: C42H32N8NaO2S
Source: OMol25
Level of theory: wB97M-V/def2-TZVPD

Its multiplicity is 1. The net charge is -1. The calculation puts the calculated total energy at -2768.92016 Eh.

```
86
Properties=species:S:1:pos:R:3:forces:R:3
Na 11.607 13.615 10.482 0.3 -0.1 -0.5
C 13.077 14.807 14.796 0.3 -0.4 0.6
C 13.016 14.388 13.444 -1.0 0.7 -0.5
N 11.932 14.518 12.696 0.4 -0.2 0.0
C 10.764 15.056 13.179 1.4 -0.1 0.4
C 10.725 15.463 14.527 0.8 -0.3 0.6
C 11.921 15.282 15.320 -1.2 0.4 -0.6
C 9.538 15.932 15.106 0.0 0.1 0.7
C 8.397 15.901 14.352 -0.6 -0.2 0.4
C 8.397 15.501 13.030 1.0 -0.1 -0.7
C 9.609 15.175 12.343 -2.3 -0.3 -0.8
N 9.670 14.811 11.033 0.7 0.1 -0.5
C 8.788 15.052 10.015 -1.9 0.9 1.3
C 7.651 15.939 10.031 1.4 -0.5 0.5
C 6.675 16.044 9.032 0.5 -0.6 0.2
C 6.743 15.178 7.986 -0.2 0.1 -0.9
C 7.892 14.356 7.826 -0.5 -0.3 -1.4
C 8.108 13.635 6.602 0.6 0.1 0.3
C 9.337 13.040 6.342 -2.3 1.5 0.7
C 10.287 13.153 7.333 0.8 -0.2 1.1
N 10.107 13.757 8.491 0.4 -0.7 -0.1
C 8.931 14.342 8.770 0.3 0.3 -0.1
H 13.965 14.668 15.456 -0.7 0.1 -0.9
H 13.882 14.006 12.935 0.3 -0.3 -0.1
H 11.805 15.524 16.357 0.2 0.2 0.5
H 9.517 16.196 16.165 0.0 0.0 -0.3
H 7.424 16.108 14.795 0.2 0.1 0.1
H 7.448 15.371 12.534 0.1 0.2 -0.2
H 7.573 16.589 10.869 -0.1 0.4 0.6
H 5.857 16.751 9.120 0.1 0.0 0.1
H 6.033 15.264 7.166 0.0 -0.3 0.1
H 7.326 13.618 5.842 0.1 0.1 0.2
H 9.523 12.652 5.381 0.4 -0.8 -0.8
H 11.239 12.672 7.226 0.5 0.0 -0.1
C 17.411 14.210 7.642 -0.1 0.0 -1.3
N 16.480 14.979 8.440 -0.5 0.6 -0.6
C 16.407 14.922 9.804 0.6 -0.6 0.2
C 15.343 15.612 10.209 -0.1 0.2 -0.4
N 14.754 16.125 9.050 -0.5 -0.1 0.6
C 15.421 15.709 7.964 1.0 -0.3 -0.8
S 15.087 16.015 6.364 -0.1 0.1 -0.6
C 13.602 16.942 9.120 -1.2 -1.7 2.6
C 13.560 18.178 8.577 0.8 0.9 -1.5
C 12.531 19.015 8.932 0.0 0.6 -0.5
C 11.599 18.602 9.841 -0.9 0.6 0.1
C 11.654 17.314 10.316 0.4 -1.5 0.3
N 12.652 16.460 9.993 0.3 1.3 -1.0
H 18.139 13.742 8.295 0.1 0.1 0.1
H 17.899 14.786 6.810 -0.4 -0.1 1.1
H 16.862 13.421 7.124 0.0 -0.1 0.1
H 17.098 14.253 10.267 0.0 0.0 0.7
H 14.865 15.758 11.143 -0.1 0.0 0.6
H 14.317 18.470 7.843 -0.3 -0.1 0.4
H 12.452 19.987 8.465 0.1 0.1 0.1
H 10.789 19.273 10.120 0.1 -0.3 0.1
H 10.859 16.910 10.972 0.7 0.2 -0.4
O 12.262 11.442 9.426 -0.7 0.3 0.2
C 13.442 11.193 9.634 0.4 1.4 0.3
N 13.909 9.911 9.699 -1.0 -1.6 0.0
C 15.272 9.891 10.100 0.3 1.0 0.5
C 15.586 11.431 10.003 -0.5 1.1 0.9
O 16.727 11.867 10.159 -0.1 -0.2 -0.2
N 14.448 12.137 9.833 -0.2 -1.2 -0.4
C 16.216 9.318 9.107 0.7 -1.6 -2.1
C 17.542 8.965 9.386 -0.5 0.2 1.2
C 18.420 8.591 8.375 0.1 -0.3 0.9
C 18.037 8.606 7.060 -0.7 -0.4 -0.6
C 16.694 8.877 6.742 0.4 -0.3 0.1
C 15.784 9.169 7.750 0.1 1.5 1.0
C 15.436 9.372 11.514 0.6 -0.2 -0.5
C 15.147 8.051 11.787 0.0 -1.1 0.4
C 15.447 7.514 13.042 -0.7 -0.8 -0.2
C 16.096 8.265 13.999 0.1 -0.8 1.0
C 16.420 9.564 13.709 -0.5 0.6 0.2
C 16.023 10.121 12.509 0.9 1.4 -0.1
H 13.242 9.165 9.963 0.8 0.9 -0.3
H 17.890 8.989 10.444 -0.3 0.0 -1.0
H 19.370 8.166 8.680 0.2 0.4 -0.2
H 18.747 8.311 6.291 -0.2 0.1 0.0
H 16.386 8.777 5.704 -0.1 0.3 0.2
H 14.769 9.567 7.573 0.6 -0.8 -0.3
H 14.760 7.369 11.024 0.0 0.4 0.1
H 15.123 6.493 13.297 0.3 0.4 -0.3
H 16.318 7.833 14.994 -0.1 0.3 -0.7
H 16.882 10.189 14.453 0.2 0.1 0.1
H 16.303 11.167 12.301 -0.2 -0.6 0.1
```
Forces are in eV/Å.

Atom charges from the Löwdin analysis, given in e for atoms 1 to 4: 0.387, -0.069, -0.130, 0.091

=====

No. 3
Formula: C42H33F10IrN3OSTe
Source: OMol25
Level of theory: wB97M-V/def2-TZVPD

Its multiplicity is 2. Its energy relative to the best compared isomer or geometry (same formula, charge and spin) is 2.697 eV. The calculation puts the calculated total energy at -3628.83649 Eh. The expectation value of S² is 0.813.

```
92
Properties=species:S:1:pos:R:3:forces:R:3
Ir -0.569 1.265 -1.827 1.5 -0.4 -0.6
N -1.238 -0.304 -4.670 0.0 -0.3 0.1
C -1.913 -0.969 -3.693 0.3 0.0 -0.1
C -2.756 -2.051 -3.998 0.0 -0.1 0.0
C -3.353 -2.747 -2.978 0.0 0.0 0.0
C -3.097 -2.384 -1.655 0.0 -0.1 0.1
C -2.268 -1.315 -1.429 0.0 -0.1 -0.2
N -1.690 -0.604 -2.421 -0.8 0.8 0.5
H -1.563 -0.399 -5.615 -0.1 0.0 0.0
H -0.856 0.593 -4.418 0.1 0.1 0.0
H -2.918 -2.319 -5.034 0.0 0.0 0.0
H -4.015 -3.574 -3.203 0.0 0.0 0.0
H -3.533 -2.918 -0.821 0.0 0.0 0.0
H -2.026 -0.997 -0.423 0.0 0.0 -0.1
F -2.930 1.776 -4.040 -0.2 -0.1 0.0
C -2.489 2.938 -3.522 0.1 0.1 0.0
C -1.379 2.948 -2.691 0.0 -0.8 0.1
C -1.026 4.201 -2.204 0.2 -0.1 0.0
F 0.011 4.332 -1.375 0.0 0.2 0.1
C -1.718 5.353 -2.515 0.0 0.0 0.0
F -1.340 6.533 -2.020 0.0 0.1 0.1
C -2.827 5.285 -3.336 0.0 -0.1 0.0
F -3.529 6.380 -3.608 -0.1 0.2 -0.1
C -3.211 4.065 -3.854 0.0 0.0 0.0
F -4.282 3.987 -4.651 -0.1 0.0 -0.1
F 4.765 1.747 -6.658 0.1 0.0 -0.2
C 4.050 1.722 -5.538 0.0 0.0 0.0
C 3.233 2.785 -5.210 0.0 0.2 -0.1
F 3.157 3.833 -6.034 0.0 0.0 0.0
C 2.508 2.760 -4.036 -0.1 -0.1 0.0
F 1.722 3.798 -3.758 0.0 0.1 0.0
C 2.568 1.684 -3.155 -0.3 0.1 -0.1
S 1.781 1.724 -1.587 -0.8 0.4 0.5
C 3.380 0.621 -3.527 -0.1 0.0 0.1
F 3.475 -0.455 -2.738 0.1 -0.1 0.0
C 4.111 0.629 -4.698 0.1 -0.1 0.0
F 4.880 -0.415 -5.022 0.1 0.0 0.0
C 5.043 -1.086 6.492 -0.1 0.0 -0.1
C 4.114 -0.816 5.335 0.1 0.0 0.1
C 4.271 -1.472 4.122 0.0 0.0 -0.1
C 3.440 -1.222 3.035 -0.2 -0.1 -0.3
C 3.675 -1.962 1.734 -0.1 0.0 0.3
C 2.399 -0.304 3.200 -1.1 0.7 0.7
Te 1.161 0.066 1.420 -0.2 -0.4 -0.9
N -0.639 0.739 0.154 0.2 0.1 1.1
C -1.318 1.163 1.184 -0.1 -0.2 -1.2
O -0.808 1.037 2.367 0.8 -0.5 0.1
C -2.691 1.758 1.080 0.2 0.0 0.3
C -3.393 1.823 -0.120 0.0 -0.1 0.0
C -4.662 2.380 -0.158 0.0 0.0 0.0
C -5.246 2.866 1.004 0.0 0.0 0.0
C -4.553 2.801 2.206 0.1 0.0 0.0
C -3.280 2.251 2.244 0.0 0.0 0.0
C 0.417 -1.923 1.327 -0.2 -0.3 0.3
C -0.213 -2.535 2.435 0.1 0.2 -0.1
C -0.367 -1.896 3.795 0.1 -0.2 -0.2
C -0.717 -3.824 2.272 0.0 0.0 0.0
C -0.614 -4.519 1.076 0.0 0.0 0.0
C -1.177 -5.909 0.927 0.1 0.1 0.0
C 0.028 -3.899 0.012 0.0 -0.1 0.0
C 0.547 -2.615 0.113 0.1 0.2 -0.2
C 1.273 -2.045 -1.083 -0.1 -0.1 0.3
C 2.223 0.396 4.402 0.1 -0.1 0.1
C 1.149 1.433 4.630 0.2 -0.1 -0.1
C 3.088 0.111 5.457 0.0 0.1 -0.1
H 5.926 -1.635 6.166 0.0 0.0 0.0
H 4.542 -1.679 7.261 0.0 0.0 0.0
H 5.366 -0.152 6.952 0.0 0.0 0.0
H 5.071 -2.198 4.005 0.0 0.1 0.0
H 4.716 -2.270 1.647 0.0 0.0 0.0
H 3.437 -1.333 0.874 0.1 -0.1 -0.1
H 3.047 -2.856 1.684 0.0 0.0 -0.1
H -2.945 1.446 -1.029 0.0 0.0 0.0
H -5.203 2.427 -1.096 0.1 0.0 0.0
H -6.239 3.299 0.970 0.0 0.0 0.0
H -4.997 3.181 3.118 0.0 0.0 0.0
H -2.723 2.197 3.169 0.0 0.0 0.0
H -0.739 -0.881 3.714 0.0 0.2 0.0
H 0.592 -1.875 4.316 0.0 0.0 0.0
H -1.065 -2.473 4.402 0.0 0.0 -0.1
H -1.214 -4.293 3.116 0.0 0.0 0.0
H -1.680 -6.230 1.838 0.0 0.0 0.0
H -0.381 -6.623 0.703 0.0 0.0 0.0
H -1.893 -5.948 0.103 0.0 0.0 0.0
H 0.133 -4.430 -0.930 0.0 0.1 0.0
H 0.912 -2.503 -2.005 0.0 0.0 0.0
H 2.344 -2.254 -1.009 0.0 0.1 0.0
H 1.151 -0.966 -1.165 0.1 0.0 -0.1
H 0.604 1.670 3.723 0.0 0.1 0.1
H 1.589 2.355 5.012 0.0 0.0 0.0
H 0.427 1.076 5.369 0.0 0.0 0.0
H 2.955 0.644 6.395 0.0 0.0 -0.1
```
Forces are in eV/Å.

Atom charges from the Löwdin analysis, given in e for atoms 1 to 4: 0.929, 0.142, -0.382, -0.015